[1]
ORCA calculation (the ωB97M-V functional and the def2-TZVPD basis) on C7H9N as an isolated structure.

Structure (XYZ):
```
17
Properties=species:S:1:pos:R:3
C 1.601 2.392 -1.075
C 0.770 1.572 -0.533
C -0.055 0.460 -0.062
C -0.035 0.045 1.474
C -0.522 -1.551 1.266
C -0.496 -1.462 -0.255
C -1.552 -0.199 -0.534
H 2.052 3.318 -1.801
H -0.916 0.506 2.066
H 0.967 0.351 1.925
H 0.099 -2.179 1.882
H -1.684 -1.549 1.638
H -0.756 -2.404 -0.626
H -1.673 -0.138 -1.670
H -2.509 0.110 -0.206
H 0.803 -0.211 -1.583
N 0.766 -0.764 -0.473
```

Output
- ΔE to the lowest compared entry with this formula, charge and spin: 727.4 kJ/mol
- HOMO: -9.56 eV
- LUMO energy: 0.034 Ha
- Charge: 0
- HOMO-LUMO gap: 10.5 eV

***

[2]
ORCA calculation (the ωB97M-V functional and the def2-TZVPD basis) on one molecule with the formula C7H9N.

Structure (XYZ):
```
17
Properties=species:S:1:pos:R:3
C -0.164 -0.063 1.954
C 0.424 1.988 -0.263
C -0.186 -1.688 0.033
C -0.058 -0.393 0.488
C -0.013 0.582 -0.546
C -0.100 -1.018 -1.950
C -0.504 0.245 -1.863
N -0.267 -2.897 0.258
H 0.454 -3.307 0.851
H 0.234 -1.525 -2.848
H -0.855 0.965 -2.596
H -1.170 0.279 2.211
H 0.058 -0.941 2.561
H 0.547 0.709 2.253
H -0.391 2.530 0.225
H 0.712 2.507 -1.176
H 1.279 2.029 0.411
```

Output
- ΔE to the lowest compared entry with this formula, charge and spin: 482.7 kJ/mol
- HOMO: -7.84 eV
- LUMO energy: 0.000 Ha
- Charge: 0
- HOMO-LUMO gap: 7.8 eV

***

[3]
ORCA calculation (the ωB97M-V functional and the def2-TZVPD basis) on one molecule with the formula C7H9N.

Structure (XYZ):
```
17
Properties=species:S:1:pos:R:3
C -3.137 0.264 -0.588
C -1.953 0.293 -0.787
C -0.549 0.326 -1.188
C -0.021 0.921 -2.253
C 0.229 -0.042 0.019
C 0.328 -1.526 0.310
N 0.902 0.886 0.639
C 1.584 0.560 1.876
H -4.184 0.210 -0.400
H -0.645 1.271 -3.068
H 1.056 1.039 -2.334
H -0.326 -2.107 -0.347
H 1.358 -1.856 0.151
H 0.028 -1.725 1.341
H 0.871 0.439 2.700
H 2.205 -0.337 1.794
H 2.254 1.386 2.136
```

Output
- ΔE to the lowest compared entry with this formula, charge and spin: 336.7 kJ/mol
- SMILES string: C#CC(=C)/C(C)=N/C
- HOMO: -9.28 eV
- LUMO energy: 0.033 Ha
- Charge: 0
- HOMO-LUMO gap: 10.2 eV

***

[4]
ORCA calculation (the ωB97M-V functional and the def2-TZVPD basis) on one molecule with the formula C7H9N.

Structure (XYZ):
```
17
Properties=species:S:1:pos:R:3
C 1.105 -1.096 -1.437
C 0.264 -0.634 -0.280
C -0.560 -1.445 0.566
C -1.289 -0.843 1.601
C -1.336 0.583 1.726
C -0.536 1.367 0.933
C 0.220 0.708 -0.143
N 0.942 1.423 -1.176
H 0.645 -0.533 -2.273
H 2.153 -0.743 -1.507
H 1.052 -2.213 -1.635
H -0.601 -2.443 0.354
H -1.845 -1.528 2.176
H -1.943 0.848 2.475
H -0.598 2.488 1.084
H 1.839 1.752 -0.973
H 0.491 2.310 -1.491
```

Output
- ΔE to the lowest compared entry with this formula, charge and spin: 110.2 kJ/mol
- SMILES string: Cc1ccccc1N
- HOMO: -8.68 eV
- LUMO energy: 0.038 Ha
- Charge: 0
- HOMO-LUMO gap: 9.7 eV

***

[5]
ORCA calculation (the ωB97M-V functional and the def2-TZVPD basis) on one molecule with the formula C7H9N.

Structure (XYZ):
```
17
Properties=species:S:1:pos:R:3
C 2.288 0.884 -0.660
C 1.463 -0.102 -0.552
C 0.168 -0.115 0.180
C 0.126 -0.754 1.558
C -0.566 1.205 0.466
N -1.124 2.247 0.421
C -1.093 -0.745 -0.668
C -2.143 0.058 -0.973
H 2.165 1.867 0.009
H 3.228 0.862 -1.339
H 1.546 -1.202 -1.215
H -1.083 -1.261 1.685
H 0.825 -1.700 1.394
H 0.519 -0.039 2.383
H -1.051 -1.850 -0.793
H -2.948 -0.371 -1.615
H -2.321 1.019 -0.282
```

Output
- ΔE to the lowest compared entry with this formula, charge and spin: 526.6 kJ/mol
- SMILES string: C=CC(C)(C#N)C=C
- HOMO: -9.83 eV
- LUMO energy: 0.031 Ha
- Charge: 0
- HOMO-LUMO gap: 10.7 eV

***

[6]
ORCA calculation (the ωB97M-V functional and the def2-TZVPD basis) on one molecule with the formula C7H9N.

Structure (XYZ):
```
17
Properties=species:S:1:pos:R:3
C 0.863 -2.434 1.185
C 1.078 -1.362 0.688
C 1.437 -0.037 0.219
C 2.592 0.219 -0.408
C 0.319 0.864 0.299
C -0.870 0.531 -0.273
C -2.144 1.081 0.324
N -1.010 -0.098 -1.501
H 0.669 -3.403 1.586
H 2.783 1.187 -0.862
H 3.396 -0.510 -0.431
H 0.372 1.610 1.088
H -2.915 0.301 0.338
H -1.997 1.417 1.355
H -2.517 1.924 -0.264
H -1.864 -0.645 -1.578
H -0.194 -0.644 -1.765
```

Output
- ΔE to the lowest compared entry with this formula, charge and spin: 323.0 kJ/mol
- SMILES string: C#CC(=C)/C=C(/C)N
- HOMO: -7.92 eV
- LUMO energy: 0.035 Ha
- Charge: 0
- HOMO-LUMO gap: 8.9 eV

***

[7]
ORCA calculation (the ωB97M-V functional and the def2-TZVPD basis) on an isolated ion of composition C7H9N2 and charge +1.

Structure (XYZ):
```
18
Properties=species:S:1:pos:R:3
C 0.848 1.661 -0.020
C 2.258 1.307 0.241
C -0.015 0.752 -0.339
C 1.804 -2.034 -0.096
C -1.940 -0.619 0.555
C -2.511 0.577 -0.087
C -1.164 0.026 -0.601
N 2.645 0.106 0.144
N 1.730 -0.782 -0.200
H 0.641 2.720 -0.014
H 2.970 2.069 0.510
H 2.658 -2.541 0.345
H 0.970 -2.624 -0.449
H -1.523 -0.518 1.546
H -2.364 -1.588 0.343
H -3.336 0.474 -0.776
H -2.487 1.514 0.448
H -1.185 -0.499 -1.550
```

Output
- ΔE to the lowest compared entry with this formula, charge and spin: 461.3 kJ/mol
- HOMO: -13.73 eV
- LUMO energy: -0.188 Ha
- Charge: +1
- HOMO-LUMO gap: 8.6 eV

***

[8]
ORCA calculation (the ωB97M-V functional and the def2-TZVPD basis) on an isolated ion of composition C7H9N2O3 and charge -1.

Structure (XYZ):
```
21
Properties=species:S:1:pos:R:3
C -1.249 -1.771 -1.350
C -0.651 -1.531 -0.007
N -0.670 -2.292 1.075
O -0.051 -1.651 2.071
C 0.305 -0.432 1.634
C 0.826 0.496 2.664
C 0.014 -0.305 0.298
N 0.284 0.791 -0.741
C -0.087 2.202 -0.757
C 0.992 0.137 -1.849
O 1.530 -0.926 -1.599
O 1.047 0.827 -2.892
H -1.930 -2.646 -1.326
H -1.906 -0.870 -1.517
H -0.614 -1.772 -2.186
H 0.289 1.429 2.698
H 0.514 0.018 3.646
H 1.934 0.633 2.430
H 0.719 2.852 -0.280
H -0.210 2.546 -1.718
H -1.086 2.264 -0.296
```

Output
- ΔE to the lowest compared entry with this formula, charge and spin: 96.5 kJ/mol
- SMILES string: Cc1noc(C)c1N(C)C(=O)[O-]
- HOMO: -4.25 eV
- LUMO energy: 0.131 Ha
- Charge: -1
- HOMO-LUMO gap: 7.8 eV